one | {
  "formula": "C56H52Cl2CsN2O4P2SSeTe",
  "method": "ωB97M-V/def2-TZVPD",
  "symbols": ["Cs", "Cl", "C", "Cl", "H", "H", "C", "C", "C", "C", "C", "C", "C", "C", "P", "C", "C", "C", "C", "C", "C", "C", "C", "C", "C", "C", "C", "C", "O", "C", "C", "C", "C", "C", "C", "P", "C", "C", "C", "C", "C", "C", "C", "C", "C", "C", "C", "C", "H", "H", "H", "H", "H", "H", "H", "H", "H", "H", "H", "H", "H", "H", "H", "H", "H", "H", "H", "H", "H", "H", "H", "H", "H", "H", "H", "H", "H", "H", "H", "H", "O", "H", "H", "O", "O", "Se", "C", "N", "C", "C", "N", "C", "S", "H", "H", "H", "H", "H", "H", "Te", "C", "C", "C", "C", "C", "C", "C", "C", "C", "C", "C", "C", "H", "H", "H", "H", "H", "H", "H", "H", "H", "H"],
  "coordinates": [[-0.73, 0.55, 0.95], [-2.25, 0.21, 3.93], [-0.58, -0.21, 4.26], [0.46, 1.12, 3.80], [-0.33, -1.07, 3.64], [-0.45, -0.41, 5.31], [6.87, 3.11, -1.56], [5.85, 2.12, -2.15], [6.42, 1.51, -3.45], [5.59, 1.00, -1.15], [6.64, 0.24, -0.65], [6.43, -0.78, 0.27], [5.15, -1.04, 0.72], [4.07, -0.31, 0.25], [2.31, -0.57, 0.78], [2.63, -1.10, 2.50], [1.92, -2.15, 3.09], [2.10, -2.45, 4.43], [2.98, -1.72, 5.21], [3.68, -0.66, 4.64], [3.50, -0.35, 3.30], [2.04, -2.17, -0.08], [2.66, -3.36, 0.29], [2.43, -4.52, -0.44], [1.59, -4.50, -1.54], [0.96, -3.32, -1.91], [1.19, -2.16, -1.19], [4.31, 0.70, -0.70], [3.21, 1.36, -1.13], [3.34, 2.45, -1.95], [2.14, 3.11, -2.23], [2.18, 4.22, -3.05], [3.38, 4.64, -3.60], [4.55, 3.97, -3.31], [4.56, 2.86, -2.47], [0.62, 2.38, -1.45], [-0.49, 3.82, -1.63], [-1.19, 4.16, -2.80], [-1.94, 5.32, -2.85], [-2.01, 6.16, -1.75], [-1.34, 5.83, -0.58], [-0.59, 4.66, -0.53], [0.10, 1.30, -2.84], [1.00, 0.73, -3.74], [0.54, -0.11, -4.75], [-0.81, -0.36, -4.88], [-1.71, 0.19, -3.98], [-1.26, 1.01, -2.96], [7.82, 2.62, -1.34], [6.48, 3.54, -0.63], [7.07, 3.92, -2.26], [7.35, 0.97, -3.25], [6.62, 2.28, -4.19], [5.70, 0.80, -3.87], [7.66, 0.44, -0.98], [7.27, -1.36, 0.64], [4.99, -1.82, 1.45], [1.20, -2.70, 2.50], [1.54, -3.27, 4.88], [3.12, -1.95, 6.25], [4.37, -0.07, 5.24], [4.04, 0.48, 2.86], [3.31, -3.39, 1.15], [2.92, -5.44, -0.14], [1.41, -5.41, -2.09], [0.28, -3.30, -2.75], [0.70, -1.24, -1.50], [1.26, 4.76, -3.27], [3.41, 5.50, -4.26], [5.48, 4.31, -3.74], [-1.14, 3.50, -3.66], [-2.47, 5.57, -3.76], [-2.60, 7.06, -1.80], [-1.42, 6.45, 0.30], [-0.09, 4.39, 0.40], [2.06, 0.93, -3.65], [1.25, -0.55, -5.44], [-1.17, -1.02, -5.67], [-2.77, -0.01, -4.07], [-1.98, 1.40, -2.24], [-2.09, -2.08, -2.18], [-1.73, -2.26, -1.30], [-2.72, -1.37, -1.99], [-0.90, -1.71, 1.83], [-1.62, -2.31, 0.66], [-3.60, 0.37, -0.01], [-4.59, 3.78, 0.88], [-4.38, 3.44, 2.27], [-5.05, 2.43, 2.94], [-4.59, 2.41, 4.20], [-3.60, 3.38, 4.28], [-3.47, 4.02, 3.09], [-2.42, 5.27, 2.76], [-5.60, 4.17, 0.74], [-4.44, 2.89, 0.26], [-3.86, 4.54, 0.60], [-5.78, 1.82, 2.44], [-4.85, 1.78, 5.04], [-3.01, 3.59, 5.06], [-3.25, -1.84, 1.58], [-3.36, -3.84, 2.49], [-4.41, -3.98, 3.39], [-4.73, -5.22, 3.93], [-3.99, -6.34, 3.56], [-2.93, -6.21, 2.68], [-2.61, -4.96, 2.15], [-4.64, -2.71, 0.23], [-5.94, -2.22, 0.20], [-6.87, -2.78, -0.67], [-6.49, -3.82, -1.52], [-5.19, -4.30, -1.48], [-4.27, -3.76, -0.60], [-4.99, -3.11, 3.66], [-5.55, -5.32, 4.62], [-4.24, -7.32, 3.97], [-2.34, -7.08, 2.39], [-1.77, -4.86, 1.47], [-6.21, -1.38, 0.82], [-7.89, -2.40, -0.70], [-7.21, -4.24, -2.21], [-4.90, -5.10, -2.15], [-3.26, -4.14, -0.57]],
  "orbital_gap_ev": 5.43,
  "spin_multiplicity": 1,
  "homo_energy_ev": -3.58,
  "charge": -1
}



two | {
  "formula": "C56H52Cl2CsN2O4P2SSeTe",
  "method": "ωB97M-V/def2-TZVPD",
  "symbols": ["Cs", "Cl", "C", "Cl", "H", "H", "C", "C", "C", "C", "C", "C", "C", "C", "P", "C", "C", "C", "C", "C", "C", "C", "C", "C", "C", "C", "C", "C", "O", "C", "C", "C", "C", "C", "C", "P", "C", "C", "C", "C", "C", "C", "C", "C", "C", "C", "C", "C", "H", "H", "H", "H", "H", "H", "H", "H", "H", "H", "H", "H", "H", "H", "H", "H", "H", "H", "H", "H", "H", "H", "H", "H", "H", "H", "H", "H", "H", "H", "H", "H", "O", "H", "H", "O", "O", "Se", "C", "N", "C", "C", "N", "C", "S", "H", "H", "H", "H", "H", "H", "Te", "C", "C", "C", "C", "C", "C", "C", "C", "C", "C", "C", "C", "H", "H", "H", "H", "H", "H", "H", "H", "H", "H"],
  "coordinates": [[0.56, 0.48, -0.20], [-1.64, -4.12, 0.28], [-0.24, -3.89, 1.34], [0.73, -2.41, 1.09], [0.43, -4.72, 1.18], [-0.61, -3.86, 2.36], [-1.35, 3.53, 8.21], [-2.16, 2.57, 7.33], [-3.48, 2.20, 8.04], [-1.36, 1.30, 7.09], [-0.82, 0.60, 8.17], [-0.10, -0.56, 7.99], [0.09, -1.05, 6.70], [-0.43, -0.40, 5.59], [-0.06, -1.19, 3.95], [-1.70, -1.03, 3.11], [-1.92, -0.81, 1.75], [-3.17, -1.01, 1.19], [-4.24, -1.40, 1.97], [-4.05, -1.60, 3.33], [-2.79, -1.43, 3.89], [1.24, 0.00, 3.36], [1.14, 1.39, 3.37], [2.27, 2.18, 3.18], [3.51, 1.60, 2.97], [3.62, 0.22, 2.92], [2.50, -0.57, 3.13], [-1.15, 0.78, 5.82], [-1.66, 1.40, 4.70], [-2.21, 2.66, 4.78], [-2.48, 3.29, 3.55], [-3.07, 4.54, 3.60], [-3.39, 5.15, 4.80], [-3.09, 4.50, 5.99], [-2.48, 3.25, 6.00], [-2.03, 2.45, 1.95], [-1.44, 3.92, 1.01], [-0.06, 4.14, 1.00], [0.47, 5.28, 0.39], [-0.36, 6.20, -0.23], [-1.73, 5.97, -0.25], [-2.26, 4.84, 0.36], [-3.67, 2.21, 1.18], [-3.71, 1.97, -0.20], [-4.91, 1.66, -0.83], [-6.08, 1.57, -0.08], [-6.05, 1.79, 1.28], [-4.85, 2.11, 1.91], [-1.14, 3.08, 9.19], [-1.90, 4.45, 8.39], [-0.40, 3.78, 7.74], [-3.28, 1.72, 9.00], [-4.07, 1.52, 7.43], [-4.08, 3.10, 8.23], [-0.98, 0.97, 9.17], [0.31, -1.09, 8.85], [0.65, -1.97, 6.55], [-1.12, -0.49, 1.10], [-3.29, -0.87, 0.12], [-5.22, -1.56, 1.52], [-4.88, -1.89, 3.97], [-2.65, -1.62, 4.95], [0.19, 1.86, 3.54], [2.17, 3.26, 3.21], [4.39, 2.22, 2.82], [4.58, -0.25, 2.72], [2.60, -1.65, 3.12], [-3.29, 5.05, 2.67], [-3.86, 6.12, 4.82], [-3.34, 4.98, 6.93], [0.61, 3.42, 1.44], [1.54, 5.42, 0.38], [0.05, 7.07, -0.72], [-2.39, 6.67, -0.75], [-3.33, 4.67, 0.32], [-2.80, 2.01, -0.78], [-4.92, 1.47, -1.89], [-7.02, 1.31, -0.57], [-6.96, 1.72, 1.87], [-4.84, 2.27, 2.99], [2.84, 1.81, -0.09], [3.14, 1.14, 0.54], [3.00, 1.33, -0.92], [-0.93, -0.85, -1.51], [0.18, -0.41, -2.40], [2.99, -1.28, -1.39], [2.98, 4.20, -2.45], [2.40, 3.07, -3.17], [3.10, 1.96, -3.64], [2.19, 1.11, -4.14], [0.95, 1.72, -4.02], [1.07, 2.92, -3.39], [-0.18, 3.98, -2.98], [3.88, 4.52, -2.97], [3.22, 3.91, -1.43], [2.25, 5.00, -2.45], [4.17, 1.86, -3.52], [2.33, 0.13, -4.57], [0.07, 1.24, -4.08], [0.73, -2.35, -2.23], [2.04, -3.58, -3.53], [1.70, -4.93, -3.65], [2.45, -5.81, -4.43], [3.56, -5.34, -5.12], [3.91, -3.99, -5.02], [3.16, -3.13, -4.23], [-0.54, -2.44, -4.04], [-1.64, -3.28, -4.05], [-2.41, -3.45, -5.21], [-2.07, -2.78, -6.37], [-0.97, -1.93, -6.37], [-0.21, -1.76, -5.22], [0.82, -5.31, -3.14], [2.17, -6.85, -4.49], [4.15, -6.01, -5.73], [4.77, -3.62, -5.55], [3.47, -2.10, -4.11], [-1.93, -3.80, -3.14], [-3.26, -4.11, -5.19], [-2.65, -2.93, -7.27], [-0.70, -1.40, -7.28], [0.65, -1.11, -5.25]],
  "orbital_gap_ev": 5.78,
  "spin_multiplicity": 1,
  "homo_energy_ev": -3.95,
  "charge": -1
}



Most stable of them? one.



one | {
  "formula": "C8H11N2",
  "method": "ωB97M-V/def2-TZVPD",
  "symbols": ["C", "C", "C", "C", "C", "C", "C", "C", "N", "N", "H", "H", "H", "H", "H", "H", "H", "H", "H", "H", "H"],
  "coordinates": [[-0.91, -1.61, 0.38], [3.06, -1.11, -2.32], [0.22, -1.26, -0.15], [2.35, -0.94, -1.37], [-1.02, 1.23, 0.87], [-2.29, -0.90, 0.28], [0.29, 1.46, 0.13], [1.50, -0.79, -0.26], [-2.08, 0.54, 0.08], [1.48, 0.54, 0.47], [-0.96, -2.45, 1.11], [3.81, -1.41, -2.94], [-0.70, 0.65, 1.80], [-1.64, 2.12, 1.15], [-2.89, -1.13, -0.60], [-2.83, -0.98, 1.28], [0.23, 1.02, -0.93], [0.84, 2.39, 0.05], [-2.23, 0.96, -0.86], [2.33, 1.13, 0.35], [1.43, 0.55, 1.48]],
  "orbital_gap_ev": 8.55,
  "spin_multiplicity": 1,
  "homo_energy_ev": -12.70,
  "charge": 1
}



two | {
  "formula": "C8H11N2",
  "method": "ωB97M-V/def2-TZVPD",
  "symbols": ["C", "C", "C", "C", "C", "C", "C", "C", "N", "N", "H", "H", "H", "H", "H", "H", "H", "H", "H", "H", "H"],
  "coordinates": [[1.81, 0.52, 2.32], [2.40, 0.02, 1.14], [0.53, 1.16, 2.26], [1.77, 0.11, -0.11], [-0.12, 1.16, 1.06], [0.46, 0.63, -0.13], [-1.81, -2.50, -1.59], [-1.45, 1.40, -1.41], [-0.93, -1.77, -1.10], [-0.44, 0.60, -1.20], [2.44, 0.38, 3.11], [3.38, -0.47, 1.05], [-0.10, 1.69, 2.97], [2.11, -0.12, -1.06], [-1.08, 1.54, 1.18], [-1.68, -2.58, -2.68], [-2.17, 1.41, -2.25], [-1.74, 2.08, -0.74], [-2.38, -3.16, -0.94], [-0.11, -0.21, -1.78], [-0.89, -1.87, -0.09]],
  "orbital_gap_ev": 8.19,
  "spin_multiplicity": 1,
  "homo_energy_ev": -13.22,
  "charge": 1
}



Most stable of them? two.



one | {
  "formula": "C5H15N2",
  "method": "ωB97M-V/def2-TZVPD",
  "symbols": ["N", "C", "C", "C", "C", "C", "N", "H", "H", "H", "H", "H", "H", "H", "H", "H", "H", "H", "H", "H", "H", "H"],
  "coordinates": [[1.46, 0.53, -0.29], [0.34, -0.61, 0.12], [-0.95, 0.08, 0.32], [-1.91, 0.53, -0.92], [-1.57, 1.85, -1.53], [0.80, -1.38, 1.36], [2.33, -1.72, 1.19], [2.14, 0.14, -0.93], [1.91, 0.98, 0.56], [0.89, 1.20, -0.83], [0.30, -1.34, -0.64], [-1.44, -0.67, 1.03], [-0.78, 1.09, 0.81], [-1.90, -0.37, -1.61], [-2.88, 0.43, -0.48], [-2.16, 2.15, -2.41], [-1.99, 2.61, -0.87], [-0.60, 2.16, -1.74], [0.23, -2.26, 1.47], [0.81, -0.95, 2.34], [2.23, -2.74, 0.94], [2.74, -1.72, 2.13]],
  "orbital_gap_ev": 11.13,
  "spin_multiplicity": 1,
  "homo_energy_ev": -14.30,
  "charge": 1
}



two | {
  "formula": "C5H15N2",
  "method": "ωB97M-V/def2-TZVPD",
  "symbols": ["C", "C", "C", "C", "C", "N", "N", "H", "H", "H", "H", "H", "H", "H", "H", "H", "H", "H", "H", "H", "H", "H"],
  "coordinates": [[1.45, 1.22, 0.03], [1.64, -1.18, -0.02], [-1.21, 1.24, 0.59], [-0.82, -0.19, -1.35], [-1.21, -1.23, 0.78], [0.77, 0.01, 0.49], [-0.62, -0.04, 0.14], [2.43, 1.23, 0.47], [1.67, 1.19, -0.96], [0.95, 2.10, 0.30], [2.56, -1.13, 0.62], [1.12, -2.11, 0.04], [1.80, -0.85, -1.14], [-0.80, 1.62, 1.53], [-1.18, 2.07, -0.16], [-2.21, 1.06, 0.84], [-0.31, 0.73, -1.62], [-0.21, -0.97, -1.58], [-1.76, -0.27, -1.71], [-0.88, -1.99, 0.09], [-0.94, -1.34, 1.91], [-2.24, -1.16, 0.71]],
  "orbital_gap_ev": 11.38,
  "spin_multiplicity": 1,
  "homo_energy_ev": -14.01,
  "charge": 1
}



three | {
  "formula": "C5H15N2",
  "method": "ωB97M-V/def2-TZVPD",
  "symbols": ["N", "C", "C", "N", "C", "C", "C", "H", "H", "H", "H", "H", "H", "H", "H", "H", "H", "H", "H", "H", "H", "H"],
  "coordinates": [[-0.11, -0.82, 2.14], [-0.15, -4.58, 1.54], [-0.36, -3.74, 0.54], [0.25, 1.04, -0.19], [0.49, 3.40, -0.60], [-0.26, 2.05, -0.92], [-0.15, 1.73, -2.46], [-0.98, -0.61, 2.61], [0.66, -0.77, 2.81], [0.08, -0.19, 1.38], [0.16, -4.23, 2.51], [-0.28, -5.65, 1.45], [-0.18, -2.68, 0.71], [-0.70, -4.08, -0.43], [1.24, 0.87, -0.46], [-0.03, 4.19, -1.13], [1.53, 3.37, -0.93], [0.49, 3.57, 0.47], [-1.30, 2.18, -0.63], [-0.73, 2.50, -2.96], [0.89, 1.73, -2.78], [-0.58, 0.74, -2.66]],
  "orbital_gap_ev": 3.22,
  "spin_multiplicity": 1,
  "homo_energy_ev": -12.17,
  "charge": 1
}



Most stable of them? one.



one | {
  "formula": "C5H15N2",
  "method": "ωB97M-V/def2-TZVPD",
  "symbols": ["C", "C", "C", "C", "C", "N", "N", "H", "H", "H", "H", "H", "H", "H", "H", "H", "H", "H", "H", "H", "H", "H"],
  "coordinates": [[-2.51, 0.98, 0.59], [0.92, -2.01, -0.49], [-2.06, -0.10, -0.38], [1.69, 0.37, -0.73], [1.12, -0.71, 0.19], [1.66, 1.64, -0.01], [0.93, -0.31, 1.36], [-2.02, 1.95, 0.51], [-2.19, 0.50, 1.56], [-3.53, 1.18, 0.72], [1.49, -2.78, 0.05], [-0.12, -2.35, -0.56], [1.28, -2.08, -1.54], [-2.46, 0.17, -1.28], [-0.93, -0.11, -0.31], [1.00, 0.37, -1.67], [2.75, 0.04, -0.82], [-2.40, -1.14, -0.29], [0.96, 2.29, -0.29], [1.20, 0.82, 1.33], [0.74, -0.99, 2.07], [2.50, 2.24, -0.02]],
  "orbital_gap_ev": 10.93,
  "spin_multiplicity": 1,
  "homo_energy_ev": -14.68,
  "charge": 1
}



two | {
  "formula": "C5H15N2",
  "method": "ωB97M-V/def2-TZVPD",
  "symbols": ["N", "C", "N", "H", "H", "H", "H", "H", "C", "C", "C", "C", "H", "H", "H", "H", "H", "H", "H", "H", "H", "H"],
  "coordinates": [[1.67, -1.32, 1.16], [1.48, -1.49, -0.13], [2.24, -2.24, -0.90], [2.42, -1.82, 1.70], [1.11, -0.57, 1.60], [0.52, -1.18, -0.54], [1.80, -2.46, -1.78], [3.19, -2.48, -0.69], [-2.15, 0.37, -1.56], [-1.13, 1.13, -0.75], [-0.97, 0.74, 0.75], [0.14, 1.54, 1.45], [-1.96, -0.74, -1.57], [-2.17, 0.85, -2.53], [-3.17, 0.50, -1.19], [-1.40, 2.22, -0.74], [-0.12, 1.07, -1.24], [-0.82, -0.36, 0.90], [-1.96, 0.85, 1.26], [1.16, 1.42, 1.00], [0.17, 1.37, 2.55], [-0.05, 2.61, 1.28]],
  "orbital_gap_ev": 10.68,
  "spin_multiplicity": 1,
  "homo_energy_ev": -14.60,
  "charge": 1
}



three | {
  "formula": "C5H15N2",
  "method": "ωB97M-V/def2-TZVPD",
  "symbols": ["C", "C", "C", "C", "C", "N", "N", "H", "H", "H", "H", "H", "H", "H", "H", "H", "H", "H", "H", "H", "H", "H"],
  "coordinates": [[-2.46, -0.48, 0.52], [-1.03, 0.02, 0.35], [-0.39, -0.21, -1.01], [1.13, 0.18, -1.08], [2.09, -0.03, 0.17], [2.22, -1.56, 0.47], [-1.11, 1.56, 0.70], [-2.40, -1.73, 0.78], [-3.00, -0.41, -0.44], [-2.92, 0.08, 1.31], [-0.37, -0.36, 1.18], [-0.83, 0.44, -1.89], [-0.50, -1.23, -1.13], [1.11, 1.25, -1.18], [1.63, -0.11, -1.99], [3.01, 0.40, -0.19], [1.73, 0.42, 1.11], [2.03, -2.05, -0.38], [3.22, -1.80, 0.58], [-1.72, 2.10, 0.01], [-0.18, 1.79, 0.38], [-1.26, 1.73, 1.74]],
  "orbital_gap_ev": 9.51,
  "spin_multiplicity": 1,
  "homo_energy_ev": -13.09,
  "charge": 1
}



Most stable of them? two.